(1)
{
  "formula": "C21H12Cl34NO2",
  "method": "wB97M-V/def2-TZVPD",
  "elements": ["C", "C", "N", "O", "C", "C", "O", "C", "C", "C", "C", "C", "C", "C", "Cl", "C", "C", "Cl", "H", "H", "H", "H", "H", "H", "H", "H", "H", "H", "H", "H", "C", "Cl", "Cl", "Cl", "Cl", "C", "Cl", "Cl", "Cl", "Cl", "C", "Cl", "Cl", "Cl", "Cl", "C", "Cl", "Cl", "Cl", "Cl", "C", "Cl", "Cl", "Cl", "Cl", "C", "Cl", "Cl", "Cl", "Cl", "C", "Cl", "Cl", "Cl", "Cl", "C", "Cl", "Cl", "Cl", "Cl"],
  "positions_angstrom": [[-2.707086, 3.491698, -3.807916], [-1.638714, 3.949406, -3.535461], [-0.384897, 4.369426, -3.011781], [0.505390, 4.389078, -4.122402], [0.128665, 3.315851, -2.058961], [1.434314, 3.697572, -1.335198], [2.242425, 4.466993, -1.767901], [1.694235, 2.994777, -0.020547], [1.733419, 1.593896, -0.061817], [2.009014, 0.832506, 1.108412], [2.250314, 1.556925, 2.287727], [2.174712, 2.955434, 2.335727], [1.897479, 3.681566, 1.174606], [-0.404116, 5.758934, -2.463056], [0.640752, 6.913120, -3.255991], [-1.179206, 6.155312, -1.448132], [-2.136395, 5.225588, -0.716509], [-1.122331, 7.804342, -0.913197], [-3.573741, 2.877381, -3.969629], [0.310365, 3.586372, -4.642030], [0.351402, 2.432659, -2.676396], [-0.677114, 3.001226, -1.392671], [1.571881, 1.095921, -1.010779], [2.077790, -0.244279, 1.051801], [2.507000, 0.980533, 3.172364], [2.349426, 3.455710, 3.283229], [1.877524, 4.768386, 1.222915], [-2.557966, 5.797460, 0.117993], [-1.661483, 4.348000, -0.275020], [-2.979684, 4.980997, -1.371908], [-1.303469, -1.280445, -0.486624], [-2.840179, -1.159184, 0.381274], [-0.143121, -0.089442, 0.165520], [-0.649118, -2.907138, -0.309429], [-1.574951, -0.931350, -2.205674], [1.163918, -2.886215, 3.692184], [-0.409492, -2.489990, 2.989027], [0.996098, -4.262184, 4.785187], [2.294718, -3.296137, 2.395587], [1.780073, -1.492275, 4.595167], [0.986064, -7.697128, 7.142161], [2.611988, -7.257097, 6.600833], [-0.187978, -6.543967, 6.482836], [0.596102, -9.323985, 6.577722], [0.922849, -7.651712, 8.906616], [-6.140292, 0.827275, 1.729886], [-7.673717, 0.981256, 2.585700], [-4.978018, 1.993786, 2.379421], [-5.506339, -0.809502, 1.938125], [-6.390628, 1.143603, 0.004158], [5.964784, -4.914889, 3.377133], [4.636851, -5.608574, 4.321306], [5.384640, -4.589796, 1.737833], [6.491869, -3.408265, 4.134920], [7.315374, -6.047998, 3.310725], [1.473228, -8.427676, 2.125936], [-0.099919, -8.267655, 2.918915], [2.625070, -7.316357, 2.877866], [2.055643, -10.086720, 2.296601], [1.309835, -8.031880, 0.408118], [1.586844, 4.781446, -7.519719], [2.120765, 3.377851, -6.564479], [-0.131642, 5.089365, -7.208418], [2.534244, 6.194637, -7.057529], [1.819486, 4.439619, -9.231230], [-5.076303, -2.459524, -4.437357], [-6.078006, -3.854505, -4.036408], [-5.362480, -1.168548, -3.254685], [-3.370302, -2.922676, -4.391271], [-5.487859, -1.878814, -6.055407]],
  "forces_ev_per_angstrom": [[0.26, -0.61, 0.16], [-0.07, 0.32, 0.84], [-0.25, -0.68, -1.15], [0.35, 0.22, 0.10], [0.23, -0.87, 0.23], [0.66, 0.06, 1.35], [-0.49, 0.45, -0.59], [-0.56, -0.85, -0.41], [0.82, 0.27, 0.83], [0.87, 2.17, -0.41], [-0.11, -0.50, -0.34], [-0.07, -0.48, -0.43], [0.22, -0.04, 0.41], [0.80, 2.31, -0.16], [-0.53, -0.94, 0.21], [-0.17, -0.97, 0.20], [-0.28, 1.14, 0.32], [-0.10, -0.82, -0.20], [0.00, 0.46, -0.22], [-0.07, 0.01, -0.02], [-0.15, 0.24, 0.02], [0.18, 0.33, -0.01], [0.27, 0.07, 0.09], [0.26, 0.14, 0.25], [-0.08, 0.26, -0.01], [-0.03, 0.03, -0.21], [-0.05, -0.18, -0.17], [0.07, -0.22, -0.15], [-0.06, 0.06, -0.26], [0.24, -0.25, 0.14], [-0.17, -0.08, 0.17], [0.24, 0.05, -0.14], [-2.06, -1.31, -0.42], [-0.01, 0.11, -0.24], [0.06, 0.08, 0.05], [0.01, -0.12, 0.05], [0.01, 0.05, 0.24], [0.04, 0.24, -0.22], [-0.04, 0.06, 0.04], [-0.01, -0.02, -0.03], [-0.02, -0.08, 0.06], [-0.04, 0.00, 0.04], [-0.02, -0.21, 0.12], [0.02, 0.08, -0.01], [0.00, 0.01, -0.08], [-0.06, 0.01, 0.04], [0.10, -0.01, -0.06], [0.00, -0.03, -0.03], [-0.20, 0.02, 0.11], [0.02, -0.01, 0.02], [0.02, 0.00, 0.03], [0.23, 0.19, 0.19], [0.12, -0.03, -0.06], [-0.04, -0.03, -0.05], [-0.11, 0.04, 0.02], [-0.02, -0.01, 0.04], [0.04, 0.01, -0.02], [-0.20, -0.19, -0.22], [-0.03, 0.07, 0.00], [0.00, -0.01, 0.04], [0.07, 0.16, -0.19], [-0.04, -0.04, 0.00], [0.02, -0.04, -0.02], [-0.08, -0.10, 0.03], [-0.02, -0.01, 0.13], [-0.04, -0.07, -0.04], [0.06, 0.09, 0.00], [0.02, -0.01, 0.01], [-0.07, -0.03, -0.06], [0.03, 0.00, 0.08]],
  "nbo_charge": [-0.069, 0.053, -0.009, -0.465, -0.321, 0.548, -0.459, -0.104, -0.221, -0.222, -0.177, -0.199, -0.194, 0.036, 0.132, -0.001, -0.681, 0.113, 0.282, 0.504, 0.264, 0.266, 0.219, 0.249, 0.233, 0.233, 0.230, 0.268, 0.234, 0.251, -0.225, 0.053, 0.050, 0.074, 0.025, -0.224, 0.047, 0.074, 0.050, 0.043, -0.223, 0.051, 0.051, 0.067, 0.067, -0.224, 0.081, 0.049, 0.066, 0.043, -0.223, 0.055, 0.049, 0.061, 0.073, -0.226, 0.053, 0.051, 0.062, 0.047, -0.226, 0.028, 0.042, 0.080, 0.090, -0.226, 0.076, 0.036, 0.054, 0.061],
  "spin_multiplicity": 1,
  "lumo_energy_ev": -3.160,
  "e_tot_ha": -16658.5945,
  "total_charge": 1,
  "orbital_gap_ha": 0.3282
}


(2)
{
  "formula": "C21H14Cl2N6RuS",
  "method": "wB97M-V/def2-TZVPD",
  "elements": ["Ru", "N", "C", "N", "C", "N", "N", "C", "C", "C", "C", "C", "C", "N", "C", "C", "C", "C", "C", "C", "H", "H", "H", "H", "H", "H", "H", "H", "H", "H", "H", "Cl", "C", "C", "C", "C", "C", "Cl", "C", "N", "H", "H", "H", "S", "C"],
  "positions_angstrom": [[-0.208056, 0.865373, -0.429585], [4.646154, -0.031444, -2.525817], [3.393349, -0.185440, -3.038955], [-0.512785, -0.801134, -1.746104], [2.963327, -0.236437, 0.002649], [2.136781, -0.893780, 0.655354], [0.852242, -0.358832, 0.822758], [0.248878, -0.802788, 1.863334], [-1.064284, -0.234240, 2.135817], [-1.840255, -0.587828, 3.221598], [-3.065200, 0.042880, 3.394842], [-3.465368, 1.001119, 2.481036], [-2.643560, 1.288192, 1.401602], [-1.467460, 0.687733, 1.233973], [4.276421, 0.142397, -0.076513], [4.898750, 0.490376, 1.177843], [6.194919, 0.864555, 1.241127], [6.979870, 0.930799, 0.056495], [6.434024, 0.638058, -1.148021], [5.067084, 0.251276, -1.274148], [5.401146, -0.135009, -3.193807], [3.183144, -0.662222, -3.979694], [0.710305, -1.557177, 2.489450], [-1.490799, -1.342693, 3.912079], [-3.698203, -0.215621, 4.232409], [-4.411129, 1.513251, 2.581159], [-2.930208, 1.999899, 0.639585], [4.296367, 0.431055, 2.073236], [6.634941, 1.104927, 2.198738], [8.019965, 1.220719, 0.111485], [7.039258, 0.705378, -2.044188], [2.067010, 0.349196, -2.148940], [1.604991, 1.912546, -1.964226], [1.959256, 3.247085, -2.266673], [1.424712, 4.089753, -3.189123], [0.358264, 3.915065, -4.149863], [-0.768651, 3.183981, -4.053427], [-1.924867, 3.074641, -5.331043], [-1.068201, 2.484293, -2.868750], [-1.104529, 2.023335, -1.817567], [2.761011, 3.673897, -1.661096], [1.895889, 5.064271, -3.248933], [0.445794, 4.506637, -5.055863], [-2.841180, -2.141653, -0.995629], [-1.518074, -1.365115, -1.424773]],
  "forces_ev_per_angstrom": [[1.16, 1.16, -0.52], [-0.16, 0.06, 0.03], [0.15, -0.09, 0.67], [-0.22, 0.66, 0.90], [0.43, -0.06, 0.83], [-0.02, 0.03, -0.32], [0.03, -0.11, 0.12], [-0.04, -0.06, -0.17], [-0.05, -0.01, 0.04], [0.04, 0.05, 0.03], [-0.01, 0.00, 0.00], [0.02, 0.01, 0.03], [0.02, -0.01, -0.01], [-0.26, -0.72, -0.64], [-0.55, -0.06, -0.70], [0.22, 0.17, 0.20], [-0.27, -0.06, 0.15], [0.07, -0.01, -0.32], [0.23, 0.04, 0.25], [-0.01, -0.12, -0.27], [-0.04, 0.12, -0.08], [0.23, 0.03, -0.06], [-0.01, 0.05, 0.08], [-0.01, 0.00, 0.00], [0.00, 0.00, 0.00], [0.00, 0.00, 0.00], [-0.01, -0.03, -0.02], [-0.03, -0.02, -0.02], [0.03, -0.01, -0.01], [-0.01, 0.00, 0.03], [-0.03, -0.01, -0.03], [1.09, -1.10, -1.35], [-2.20, -0.05, 1.54], [0.54, 0.01, -0.50], [0.03, -0.04, 0.29], [-0.08, -0.01, -0.10], [0.04, -0.06, -0.22], [0.05, 0.01, 0.04], [-0.05, 0.33, 0.29], [-0.46, -0.09, -0.17], [0.08, 0.00, -0.08], [-0.01, 0.01, 0.02], [0.02, -0.01, 0.00], [0.01, 0.02, -0.01], [0.03, -0.05, 0.07]],
  "nbo_charge": [0.720, -0.428, -0.335, -0.637, 0.346, -0.304, -0.215, 0.115, 0.136, -0.183, -0.131, -0.214, 0.085, -0.406, -0.163, -0.163, -0.215, -0.177, -0.215, 0.137, 0.426, 0.246, 0.231, 0.242, 0.243, 0.247, 0.229, 0.226, 0.236, 0.234, 0.220, 0.713, -0.359, -0.259, -0.233, -0.126, -0.187, 0.081, 0.415, -0.349, 0.231, 0.233, 0.243, -0.090, 0.156],
  "spin_multiplicity": 2,
  "lumo_energy_ev": [-4.102, -4.140],
  "e_tot_ha": -2550.0236,
  "total_charge": 1,
  "orbital_gap_ha": [0.2166, 0.2128]
}